# 1
Here is an isolated molecule of C5H8N2 from the OMol25 dataset. Energies are from the ωB97M-V functional and the def2-TZVPD basis.

LUMO energy ... 0.89 eV
HOMO level ... -8.5 eV
Frontier orbital gap ... 9.3 eV
Energy relative to the best compared isomer or geometry (same formula, charge and spin) ... 5.31 kJ/mol
SMILES ... Cc1cn(C)cn1

```
! RIJCOSX wB97M-V def2-TZVPD def2/J DEFGRID3
* xyz 0 1
H -1.032 -0.954 2.957
C 0.172 -0.641 -0.200
C 0.377 0.743 -2.290
N 0.100 0.552 -0.882
H -0.248 0.078 -2.895
C -0.181 -0.364 1.094
N -0.470 0.976 1.219
H 0.157 1.777 -2.568
C -0.270 -1.304 2.255
H 0.678 -1.371 2.800
H 1.430 0.536 -2.507
H 0.458 -1.556 -0.699
H -0.539 -2.313 1.927
H -0.434 2.525 -0.249
C -0.290 1.485 0.024
*
```

***

# 2
Here is C2H8N4O2Tl as an isolated structure from the OMol25 dataset. Energies are from the ωB97M-V functional and the def2-TZVPD basis.

LUMO energy ... -18.42 eV
HOMO level ... -20.5 eV
Frontier orbital gap ... 2.1 eV
Energy relative to the best compared isomer or geometry (same formula, charge and spin) ... 32.76 kJ/mol

```
! RIJCOSX wB97M-V def2-TZVPD def2/J DEFGRID3
* xyz 3 1
H 13.743 -1.843 -7.239
H 21.258 -1.697 -2.309
N 14.086 0.138 -5.890
N 14.356 -2.082 -6.462
H 14.303 0.865 -5.200
C 14.691 -1.087 -5.633
O 15.420 -1.236 -4.627
C 20.109 -0.320 -1.424
H 22.126 -0.190 -2.103
H 14.578 -3.055 -6.274
N 21.293 -0.752 -1.922
O 19.130 -1.108 -1.370
H 19.161 1.277 -0.625
Tl 16.805 -2.665 -2.445
H 20.824 1.588 -1.182
N 20.058 0.953 -0.981
H 14.038 0.415 -6.875
*
```

***

# 3
Here is an isolated ion of composition CH8NO3Si and charge +1 from the OMol25 dataset. Energies are from the ωB97M-V functional and the def2-TZVPD basis.

LUMO energy ... -3.40 eV
HOMO level ... -15.4 eV
Frontier orbital gap ... 12.0 eV
Energy relative to the best compared isomer or geometry (same formula, charge and spin) ... 29.13 kJ/mol
SMILES ... [NH3+]C[Si](O)(O)O

```
! RIJCOSX wB97M-V def2-TZVPD def2/J DEFGRID3
* xyz 1 1
H 0.699 1.437 1.096
H -1.596 -0.527 1.189
H 0.597 1.791 -1.979
C -1.057 0.263 0.697
Si 0.052 -0.230 -0.995
O -0.640 -1.034 -2.273
O 0.763 1.175 -1.307
O 1.065 -1.126 -0.038
H 0.043 0.613 2.508
N 0.181 0.559 1.531
H -1.731 1.100 0.613
H -0.826 -1.899 -2.074
H 0.797 -0.307 1.446
H 1.654 -1.814 -0.413
*
```

***

# 4
Here is C23H26N2O6RuSi2 as an isolated structure from the OMol25 dataset. Energies are from the ωB97M-V functional and the def2-TZVPD basis.

LUMO energy (alpha / beta) ... 2.55 / 2.52 eV
HOMO level (alpha / beta) ... -4.7 / -5.0 eV
Frontier orbital gap (alpha / beta) ... 7.2 / 7.5 eV
Energy relative to the best compared isomer or geometry (same formula, charge and spin) ... 80.88 kJ/mol

```
! RIJCOSX wB97M-V def2-TZVPD def2/J DEFGRID3
* xyz -1 2
C -0.444 3.234 0.961
H 4.146 3.608 4.270
C 0.382 -2.269 -4.951
Si 1.335 0.676 -1.392
H -4.644 -1.390 2.927
H -2.891 -2.447 -0.189
H -5.043 0.646 -0.819
H 0.328 -4.201 -0.851
C 1.194 -1.169 -5.190
H -2.823 -1.798 -1.829
C 1.481 -0.285 -4.158
H 2.114 0.574 -4.359
C 2.657 3.221 3.161
H 3.757 0.411 -1.968
C 2.156 1.040 2.323
Si -0.500 -1.829 -0.853
O 3.384 -0.921 2.768
N -2.298 0.062 1.030
H -0.060 -1.135 2.769
H 0.271 2.723 -2.391
H -2.463 -0.658 4.128
H -2.304 -3.464 -1.512
H 1.630 3.176 -1.370
H 3.313 -0.694 -0.657
H -2.596 1.073 -0.731
C 0.962 -0.482 -2.878
C 2.393 -0.450 2.225
C 0.422 -3.356 -0.164
H 3.603 1.011 -0.306
C -2.871 -0.597 2.047
H 3.851 1.448 3.536
C -4.449 0.262 -0.001
C 2.979 1.877 3.054
N 1.090 1.509 1.685
C 1.286 2.445 -2.105
C 3.184 0.320 -1.041
O -0.844 2.379 0.106
H 0.026 -3.656 0.810
O -0.698 -0.538 3.200
Ru -0.155 0.178 0.429
H 1.930 2.514 -2.986
O -0.909 4.349 1.183
H -2.015 -2.136 3.271
H 1.479 -3.131 -0.025
H 1.601 -1.001 -6.181
O 1.492 -1.105 1.586
C -2.002 -1.041 3.213
O 3.414 4.094 3.876
C 0.783 2.798 1.770
C -4.228 -0.869 2.072
C -3.095 0.496 0.036
C 0.155 -1.599 -2.635
H -6.104 -0.650 1.045
C -0.127 -2.483 -3.677
C 1.521 3.697 2.509
H 1.211 4.731 2.565
C -5.041 -0.450 1.033
H -0.763 -3.345 -3.496
H 0.146 -2.956 -5.757
C -2.310 -2.445 -1.115
*
```

***

# 5
Here is C28H38Br2LiN3O7Si3 as an isolated structure from the OMol25 dataset. Energies are from the ωB97M-V functional and the def2-TZVPD basis.

LUMO energy ... 3.28 eV
HOMO level ... -1.3 eV
Frontier orbital gap ... 4.6 eV
Energy relative to the best compared isomer or geometry (same formula, charge and spin) ... 66.99 kJ/mol

```
! RIJCOSX wB97M-V def2-TZVPD def2/J DEFGRID3
* xyz -2 1
O -1.698 -1.295 -2.283
H -2.827 -4.812 -1.218
C 6.093 -2.391 1.976
O 6.651 -3.502 3.898
H 7.604 -1.697 0.631
C -3.396 -2.847 -1.844
N -5.611 -2.579 -2.700
C 1.198 0.080 -4.571
H 0.768 5.226 -1.252
C -4.427 -2.084 -2.378
C 0.568 4.635 1.749
H -4.669 0.596 -0.185
H -3.548 2.084 -2.444
H 1.089 0.202 3.818
C 2.222 2.575 0.227
H -2.254 0.899 -2.335
H -4.046 0.688 1.454
H 2.171 1.509 0.040
H 1.375 5.343 1.577
H -1.877 2.601 -2.479
H -0.228 -2.084 2.789
C -0.855 1.999 0.651
C -1.206 -1.690 2.513
C 3.810 -1.963 1.342
O -1.066 -0.602 1.639
H 1.416 1.844 3.283
O 1.944 -2.467 2.720
C 1.410 -1.225 -4.167
C 5.622 -1.232 -0.071
C -3.615 -4.203 -1.640
H 2.812 3.025 -0.567
Si -0.635 0.907 2.141
C 0.174 4.316 -1.246
H -4.493 3.685 0.002
Br 1.564 -3.254 -2.206
H -1.761 -2.470 1.995
C -3.483 3.626 0.395
O 8.252 -2.781 2.614
O 1.569 -1.780 0.638
H 5.967 -0.739 -0.971
H -3.547 3.702 1.477
H -1.738 2.489 3.777
C -2.036 -2.209 -1.529
C 2.304 -2.085 1.608
H 0.442 3.744 -2.126
H 2.766 2.706 1.157
C -1.825 1.427 3.575
C 0.636 0.616 -2.312
H 1.810 0.477 2.259
Si -2.555 2.000 -0.113
H -2.939 4.499 0.049
C -4.851 -4.708 -1.998
H -0.355 5.200 1.830
H 4.372 -2.965 3.138
Br -5.252 -6.564 -1.778
H -0.867 4.599 -1.347
H 0.742 4.165 2.711
H -6.803 -4.244 -2.795
Li -0.061 -1.584 -0.001
C 6.540 -1.759 0.812
N 7.042 -2.920 2.876
C -2.563 1.894 -2.028
O -1.413 -2.709 -0.583
Si 0.440 3.291 0.365
C -3.756 0.605 0.410
H -1.750 -1.403 3.417
H 0.629 2.043 -3.917
H 0.301 1.292 -1.540
H -1.623 0.900 4.503
C 4.264 -1.335 0.185
N 0.866 -0.623 -1.922
H -4.274 -1.025 -2.543
C 1.082 0.866 2.959
H 1.333 0.356 -5.609
C 0.809 1.019 -3.629
H 3.539 -0.931 -0.505
C 4.725 -2.486 2.238
H -3.269 -0.351 0.284
H 1.699 -2.003 -4.858
C -5.823 -3.871 -2.520
C 1.230 -1.503 -2.817
H -2.859 1.242 3.305
*
```